# C6H10

C6H10 in the gas phase (ωB97M-V/def2-TZVPD, OMol25).

```
16
Properties=species:S:1:pos:R:3:mulliken_charge:R:1
C -1.377 2.495 -1.132 -1.273
C -0.878 1.303 -0.441 0.858
C -0.500 0.307 0.126 -0.644
C 0.203 -0.818 0.780 0.602
C 1.675 -0.410 0.815 -1.388
C -0.083 -2.143 0.041 -1.300
H -2.405 2.700 -0.826 0.289
H -0.767 3.374 -0.900 0.291
H -1.359 2.341 -2.214 0.298
H -0.205 -0.917 1.798 0.199
H 2.020 -0.260 -0.215 0.321
H 2.373 -1.092 1.301 0.391
H 1.764 0.562 1.317 0.353
H 0.266 -2.088 -0.996 0.315
H 0.427 -2.974 0.538 0.352
H -1.154 -2.381 0.007 0.336
```

Summary:
- Energy above the lowest of the compared OMol25 structures with the same formula, charge and spin: 1.271 eV
- Total charge: 0
- HOMO energy: -9.3787 eV

---

# C30H88N14O11

11 unconnected molecules or ions with the total composition C30H88N14O11 in a non-equilibrium geometry (ωB97M-V/def2-TZVPD, OMol25).

```
143
Properties=species:S:1:pos:R:3:mulliken_charge:R:1
C -3.379 -2.901 2.219 -1.012
C -2.477 -2.967 3.456 -0.040
O -1.179 -3.490 3.137 -0.245
H -4.300 -2.401 2.527 0.359
H -3.707 -3.874 1.850 0.410
H -2.784 -2.416 1.445 0.071
H -3.018 -3.614 4.155 0.515
H -2.274 -2.018 3.946 -0.189
H -1.201 -4.453 3.139 0.172
C 1.950 -4.514 1.547 0.712
O 1.973 -4.400 2.784 -0.783
N 0.948 -3.931 0.859 0.030
N 2.891 -5.167 0.819 -0.433
H 0.973 -3.837 -0.139 0.127
H 0.266 -3.444 1.428 -0.191
H 2.769 -5.273 -0.167 0.146
H 3.622 -5.600 1.354 0.237
C -3.414 -3.524 -2.216 0.540
O -3.340 -2.285 -2.193 -0.570
N -2.355 -4.351 -2.064 -0.264
N -4.638 -4.113 -2.276 -0.494
H -2.539 -5.329 -2.176 0.184
H -1.425 -3.980 -2.128 0.106
H -5.414 -3.483 -2.209 0.243
H -4.714 -5.110 -2.218 0.131
C -3.208 1.120 -4.276 0.815
O -2.459 1.436 -3.351 -0.721
N -3.972 -0.011 -4.225 -0.342
N -3.488 1.937 -5.329 -0.475
H -3.807 -0.599 -3.417 0.141
H -4.439 -0.365 -5.037 0.212
H -2.999 2.762 -5.615 0.230
H -4.314 1.746 -5.868 0.148
C -0.303 -3.564 -4.781 0.443
O 0.053 -4.576 -5.390 -0.685
N -1.439 -2.865 -5.054 -0.230
N 0.420 -3.036 -3.763 -0.310
H -2.084 -3.166 -5.758 0.178
H -1.643 -1.986 -4.610 0.176
H 0.152 -2.125 -3.387 0.340
H 1.088 -3.611 -3.289 0.145
C 3.092 -1.846 5.537 -1.712
C 1.625 -2.187 5.547 0.727
C 0.787 -1.238 6.416 -1.009
O -0.581 -1.557 6.462 -0.130
C -0.919 -2.773 7.067 -0.804
N 1.117 -2.078 4.159 0.287
H 3.538 -1.905 6.537 0.468
H 3.347 -0.877 5.117 0.269
H 3.557 -2.683 5.008 0.360
H 1.463 -3.232 5.842 0.403
H 0.909 -0.221 6.039 0.063
H 1.306 -1.211 7.385 0.499
H -1.960 -2.769 7.395 0.273
H -0.345 -2.971 7.981 0.348
H -0.759 -3.585 6.347 0.215
H 1.394 -2.959 3.703 0.115
H 0.110 -2.134 4.237 -0.283
C 1.251 0.370 -1.301 -1.345
C -0.092 -0.293 -1.060 1.927
C -1.005 0.544 -0.201 -0.766
O -0.448 0.806 1.065 -0.020
C -0.408 -0.327 1.917 -0.087
N -0.704 -0.637 -2.346 -0.141
H 1.849 0.574 -0.410 -0.008
H 1.145 1.322 -1.823 0.322
H 1.952 -0.329 -1.768 0.277
H 0.103 -1.247 -0.562 -0.809
H -1.988 0.044 -0.146 0.182
H -1.251 1.506 -0.663 0.318
H 0.222 -1.161 1.606 0.150
H -1.416 -0.736 2.041 0.107
H -0.034 0.052 2.864 -0.102
H -1.640 -0.978 -2.112 -0.235
H -0.985 0.155 -2.925 0.198
C -5.883 3.214 -1.836 -1.353
C -4.811 3.548 -0.825 0.612
C -4.403 2.403 0.071 -0.180
O -5.343 2.079 1.073 -0.458
C -4.948 0.966 1.837 -0.427
N -3.599 4.035 -1.533 -0.726
H -6.696 2.668 -1.335 0.382
H -5.632 2.465 -2.596 0.173
H -6.277 4.118 -2.299 0.407
H -5.199 4.348 -0.183 0.267
H -3.412 2.589 0.502 0.182
H -4.278 1.506 -0.560 0.048
H -4.344 0.219 1.315 0.064
H -5.819 0.437 2.231 0.389
H -4.421 1.317 2.732 0.193
H -3.914 4.552 -2.344 0.309
H -3.175 3.174 -1.885 0.113
C 2.627 2.760 -4.713 -1.225
C 3.473 4.009 -4.586 1.057
C 4.021 4.521 -5.911 -1.034
O 4.869 3.555 -6.504 -0.251
C 5.065 3.744 -7.873 -0.805
N 2.684 5.100 -4.031 -0.713
H 1.627 3.036 -5.051 0.439
H 2.553 2.150 -3.813 0.039
H 3.020 2.089 -5.482 0.306
H 4.322 3.844 -3.911 0.129
H 4.627 5.435 -5.822 0.405
H 3.223 4.806 -6.610 0.398
H 5.557 4.714 -8.031 0.316
H 4.189 3.728 -8.531 0.326
H 5.740 2.991 -8.278 0.244
H 3.060 6.031 -4.119 0.179
H 2.327 4.958 -3.100 0.209
C 3.978 -0.764 0.814 -1.250
C 5.342 -0.832 0.088 0.436
C 5.189 -0.265 -1.331 -0.422
O 6.299 -0.676 -2.073 -0.357
C 6.564 0.079 -3.235 -0.714
N 6.307 -0.068 0.868 -0.714
H 3.521 0.222 0.809 0.444
H 4.031 -1.255 1.784 0.459
H 3.361 -1.459 0.229 0.060
H 5.547 -1.903 0.123 0.301
H 5.071 0.821 -1.215 0.268
H 4.218 -0.594 -1.731 0.217
H 7.215 0.930 -3.004 0.293
H 5.702 0.450 -3.795 0.282
H 7.137 -0.577 -3.893 0.249
H 7.157 0.055 0.328 0.274
H 5.972 0.843 1.148 0.238
C -0.200 3.767 5.449 -1.600
C -0.427 2.792 4.324 1.847
C -1.884 2.765 3.845 0.085
O -2.822 2.226 4.772 -0.465
C -2.464 1.038 5.423 -0.618
N 0.504 3.164 3.254 -0.789
H -0.296 4.806 5.142 0.388
H 0.720 3.522 5.985 0.392
H -0.913 3.592 6.266 0.308
H -0.124 1.776 4.582 -0.908
H -1.941 2.202 2.902 -0.354
H -2.295 3.742 3.581 0.418
H -3.268 0.717 6.079 0.529
H -1.447 1.041 5.820 0.185
H -2.346 0.174 4.739 0.126
H 0.282 4.015 2.742 0.299
H 0.457 2.482 2.499 0.199
```

Summary:
- Energy above the lowest of the compared OMol25 structures with the same formula, charge and spin: 0.000 eV
- Total charge: 0
- HOMO energy: -8.4311 eV

---

# C3H5NO2

C3H5NO2 in the gas phase in a non-equilibrium geometry (ωB97M-V/def2-TZVPD, OMol25).

```
11
Properties=species:S:1:pos:R:3:mulliken_charge:R:1
C -0.043 0.773 -0.554 0.463
C -0.154 -0.076 0.685 0.109
C 0.875 -0.811 1.181 -0.789
O -1.383 -0.899 -0.742 -0.424
O 1.063 1.527 -0.655 -0.430
N -0.758 0.429 -1.545 -0.411
H -2.333 -0.938 -0.966 0.311
H 1.066 1.932 -1.537 0.369
H -0.965 0.219 1.342 0.290
H 1.712 -1.097 0.556 0.240
H 0.921 -1.059 2.233 0.272
```

Summary:
- Energy above the lowest of the compared OMol25 structures with the same formula, charge and spin: 4.714 eV
- Total charge: 0
- HOMO energy: -9.1185 eV

---

Number 1: gap between HOMO and LUMO 10.43 eV. Number 2: gap between HOMO and LUMO 8.43 eV. Number 3: gap between HOMO and LUMO 9.58 eV.